Entry 1:
108
Properties=species:S:1:pos:R:3:mulliken_spin:R:1 method="wB97M-V/def2-TZVPD" de_lowest_ev=2.450 spin_multiplicity=2 s2=0.76 homo_ev="-6.227 / -5.931"
Ru -0.6084 -1.4067 0.3421 1.048
C -1.8453 -4.8044 0.9002 -0.008
O -0.8461 -3.9218 1.3807 -0.020
C -0.0556 -4.3060 2.4039 -0.014
C 0.0443 -5.6186 2.8603 -0.002
C 0.9429 -5.9216 3.8733 -0.002
C 1.7495 -4.9310 4.4146 0.002
C 1.6345 -3.6271 3.9590 -0.005
C 0.7161 -3.2987 2.9786 0.012
N 0.5592 -1.9290 2.4871 0.018
N 1.0857 -1.1521 3.3436 -0.014
C 1.1949 0.2097 3.1614 0.015
C 0.9222 0.8967 1.9670 -0.013
O 0.4548 0.4086 0.8802 -0.005
C 1.2296 2.3270 1.9458 -0.001
C 1.7678 2.9520 3.0081 -0.002
C 2.0599 2.2574 4.2323 -0.001
C 2.6311 2.9331 5.3220 -0.002
C 2.9048 2.2693 6.4911 0.000
C 2.5906 0.9048 6.5798 0.000
C 2.0292 0.2293 5.5270 -0.002
C 1.7579 0.8870 4.3082 0.009
H -1.3994 -5.6760 0.4141 0.002
H -2.4173 -4.2309 0.1731 0.012
H -2.5009 -5.1175 1.7180 0.001
H -0.5656 -6.3935 2.4210 0.000
H 1.0225 -6.9400 4.2273 0.000
H 2.4704 -5.1657 5.1844 0.000
H 2.2700 -2.8485 4.3593 0.000
H 0.9829 2.8520 1.0285 0.001
H 1.9835 4.0148 2.9667 0.000
H 2.8490 3.9895 5.2220 0.000
H 3.3468 2.7871 7.3308 0.000
H 2.7897 0.3735 7.5016 0.000
H 1.7770 -0.8158 5.6254 0.001
C 2.1712 4.8051 -1.8755 0.000
S 0.8483 4.8398 -3.0975 0.000
C 1.2120 3.3583 -4.0809 0.000
C 0.4651 2.0991 -3.6648 0.002
C 0.8642 1.6316 -2.2755 0.001
N 0.2182 0.3809 -1.8755 -0.033
P 1.0794 -1.0826 -1.7263 0.025
C 2.0803 -0.9727 -3.2857 -0.002
C 1.4769 -1.2789 -4.5037 0.000
C 2.1650 -1.1494 -5.6960 -0.003
C 3.4857 -0.7169 -5.6915 0.000
C 4.1069 -0.4367 -4.4863 -0.001
C 3.4100 -0.5679 -3.2917 0.001
C 2.3828 -1.1948 -0.4740 0.001
C 2.7251 -2.4576 0.0053 0.002
C 3.6954 -2.5894 0.9830 -0.001
C 4.3343 -1.4675 1.4923 -0.002
C 4.0117 -0.2093 1.0023 0.000
C 3.0526 -0.0735 0.0120 -0.013
P -1.2604 0.2551 -1.0116 -0.049
C -1.6598 1.8299 -0.1912 0.010
C -1.7028 3.0328 -0.8921 0.000
C -2.0592 4.2083 -0.2480 0.000
C -2.4151 4.1837 1.0902 0.000
C -2.4032 2.9845 1.7894 0.000
C -2.0170 1.8143 1.1562 -0.001
C -2.5071 0.2693 -2.3382 -0.004
C -3.7817 0.7688 -2.0812 -0.002
C -4.7624 0.7491 -3.0575 0.000
C -4.4803 0.2264 -4.3131 -0.003
C -3.2120 -0.2657 -4.5806 0.003
C -2.2326 -0.2427 -3.6012 -0.003
H 2.1809 5.7782 -1.3879 0.000
H 3.1364 4.6630 -2.3606 0.000
H 2.0387 4.0409 -1.1126 0.000
H 2.2916 3.1908 -4.0464 0.000
H 0.9731 3.6164 -5.1130 0.000
H 0.6865 1.2987 -4.3775 0.000
H -0.6137 2.2716 -3.7193 0.001
H 0.6422 2.3872 -1.5194 0.005
H 1.9503 1.4919 -2.2542 0.001
H 0.4618 -1.6584 -4.5153 0.010
H 1.6763 -1.3952 -6.6288 0.000
H 4.0292 -0.6140 -6.6214 0.000
H 5.1426 -0.1232 -4.4683 0.000
H 3.9226 -0.3561 -2.3609 0.000
H 2.1909 -3.3279 -0.3646 0.001
H 3.9339 -3.5735 1.3644 0.000
H 5.0742 -1.5714 2.2725 0.000
H 4.4971 0.6692 1.4064 0.000
H 2.7932 0.9159 -0.3376 0.000
H -1.4632 3.0692 -1.9452 0.001
H -2.0593 5.1393 -0.7997 0.000
H -2.6987 5.0995 1.5912 0.000
H -2.6693 2.9627 2.8374 0.000
H -1.9649 0.8858 1.7059 -0.003
H -4.0050 1.2030 -1.1120 0.000
H -5.7418 1.1597 -2.8480 0.000
H -5.2407 0.2173 -5.0825 0.000
H -2.9785 -0.6664 -5.5584 0.000
H -1.2422 -0.6144 -3.8195 -0.002
Te -0.4169 -2.9348 -1.9298 0.010
S -2.8540 -1.5525 1.6715 0.015
C -4.2335 -1.2004 0.8489 -0.006
N -5.0662 -0.1672 1.0667 0.003
C -6.1919 -0.0007 0.1651 0.000
C -6.4375 -1.3833 -0.4423 0.000
S -4.8135 -2.1876 -0.4732 0.008
H -4.7801 0.5447 1.7208 -0.001
H -5.9493 0.7294 -0.6182 -0.001
H -7.0662 0.3505 0.7144 0.000
H -6.8345 -1.3086 -1.4521 0.001
H -7.1205 -1.9676 0.1732 0.000

Entry 2:
112
Properties=species:S:1:pos:R:3:mulliken_charge:R:1 method="wB97M-V/def2-TZVPD" de_lowest_ev=2.969 spin_multiplicity=1 homo_ev=-4.937
Y -0.0743 1.6593 -0.5823 0.046
C -2.5623 -3.1316 3.6437 -2.033
C -1.8254 -1.9313 3.1169 1.129
C -0.4792 -1.8192 3.4549 -0.612
C 0.5924 -1.1039 2.8954 -0.588
C 0.4706 -0.4073 1.6815 0.840
N 1.4539 0.2677 1.0138 0.464
C 2.3969 0.9993 1.7327 0.886
C 3.6956 0.3452 1.8264 -1.061
C 4.6084 0.6661 2.7999 -0.809
C 4.3234 1.7280 3.7448 0.627
C 5.0213 1.7927 5.0727 -1.504
C 3.3719 2.6010 3.3543 -0.635
C 2.3544 2.2140 2.4085 -0.362
N 1.1943 3.1125 2.2475 -0.208
C 0.8229 4.1984 2.9810 -0.287
C -0.1329 4.9456 2.3258 -1.291
C -0.3233 4.2476 1.0951 -0.314
N 0.4258 3.1297 1.0305 1.615
C -2.0013 0.2278 1.9073 0.946
C -2.5453 -1.0466 2.3882 -1.022
N -2.8929 1.0185 1.0595 0.648
C -4.2381 1.0631 0.9632 -0.102
C -4.6434 2.1350 0.1415 -1.276
C -3.4125 2.6685 -0.2561 -0.577
N -2.3500 1.9603 0.2255 0.237
H -1.9758 -4.0693 3.5217 0.361
H -2.7090 -3.0732 4.7208 0.408
H -3.4884 -3.3208 3.1648 0.463
H -0.1755 -2.4451 4.3047 0.308
H 1.5159 -1.0089 3.4735 0.431
H 3.7787 -0.5683 1.2638 0.557
H 5.4345 0.0680 3.0028 0.528
H 5.1255 2.8062 5.4753 0.384
H 4.5731 1.1411 5.8273 0.296
H 5.9906 1.3430 4.9455 0.393
H 3.1975 3.5700 4.0112 0.028
H 1.2179 4.4495 3.9494 0.417
H -0.7049 5.8045 2.6850 0.415
H -1.0236 4.5571 0.3285 0.305
H -3.5084 -1.3043 1.9540 -0.308
H -4.8768 0.4135 1.5580 0.429
H -5.5525 2.4337 -0.3619 0.410
H -3.2704 3.4673 -0.9664 0.334
C 1.0549 1.3233 -4.6761 -0.412
C 0.6529 0.0377 -4.0452 0.348
N 0.1126 -0.0406 -2.8428 -0.211
C -0.0893 -1.3790 -2.4506 -0.355
C 0.1327 -2.2737 -3.4988 -0.810
S 0.7509 -1.5262 -4.8792 -0.239
C -0.6647 -1.5912 -1.1152 0.665
C -0.9512 -2.9625 -0.7148 -0.690
S -0.5392 -3.6414 0.6849 -0.203
C -0.7589 -0.3398 1.0123 0.536
N -0.7847 -0.4824 -0.3625 0.098
C -1.6027 1.1874 3.1013 -0.844
H 0.1560 1.7987 -5.1843 0.248
H 1.8226 1.1934 -5.4320 0.495
H 1.3726 2.1172 -3.9757 -0.077
H 0.0678 -3.3099 -3.3872 0.628
H -1.2601 -3.4496 -1.6921 0.230
H -1.1056 2.0762 2.6631 0.081
H -0.9579 0.6138 3.8118 0.379
H -2.5470 1.5024 3.6054 0.344
Br 1.0367 7.4450 -4.7967 -0.129
C 0.4109 5.8638 -3.8500 -0.187
C -0.8149 5.2803 -3.8880 -0.744
C -1.0358 4.0881 -3.1811 -0.628
N -0.1153 3.5410 -2.3800 1.110
C 1.2239 3.9564 -2.6018 -0.448
C 1.4536 5.1080 -3.3437 -0.973
C 2.3332 3.2815 -1.8896 1.541
C 3.5680 3.9229 -1.7105 -1.186
C 4.7091 3.1834 -1.3372 -0.303
Br 6.2381 3.9855 -0.6821 -0.129
C 4.6287 1.8167 -1.2491 -0.645
C 3.3534 1.2785 -1.4034 -0.656
N 2.2288 2.0337 -1.5543 0.549
H -1.5558 5.6792 -4.5331 0.471
H -1.9905 3.5827 -3.1343 0.659
H 2.4615 5.3848 -3.6251 0.637
H 3.6648 5.0184 -1.7701 0.540
H 5.5103 1.2119 -0.9914 0.571
H 3.2709 0.2357 -1.5076 0.178
Te 4.4724 -2.8489 -1.4987 -0.353
C 4.4635 -4.4520 -0.1219 -0.583
C 3.2621 -4.8947 0.4687 0.034
C 3.1570 -6.0090 1.2871 -0.331
C 4.2414 -6.8785 1.4519 -0.493
C 5.4611 -6.4531 0.9485 -0.449
C 5.5402 -5.2441 0.1496 -0.109
H 2.4164 -4.2474 0.3544 0.151
H 2.2272 -6.1215 1.8416 0.323
H 4.1767 -7.8376 1.9645 0.357
H 6.4214 -6.9566 1.1669 0.291
H 6.5237 -4.9826 -0.2740 0.292
C -6.3330 -4.2404 -0.9988 -1.335
Ge -5.7614 -2.6538 -2.0705 0.382
C -5.2103 -3.4987 -3.8399 -1.317
C -7.2864 -1.4560 -2.4317 -1.125
C -4.3246 -2.0280 -0.9827 -0.685
H -6.3054 -4.0321 0.0508 0.386
H -5.6983 -5.0787 -1.2427 0.352
H -7.3562 -4.5256 -1.2971 0.383
H -4.2775 -4.0112 -3.9389 0.350
H -5.1545 -2.8007 -4.6442 0.402
H -6.0619 -4.1373 -4.0179 0.376
H -7.9728 -1.5486 -1.5635 0.361
H -7.8791 -1.6933 -3.3212 0.349
H -7.0228 -0.3658 -2.5394 0.288
H -4.2099 -2.4293 0.0135 0.158
H -3.7496 -1.1298 -1.2379 0.189

| no. | E_tot (hartree) |
| --- | --- |
| 1 | -4466.98459 |
| 2 | -10678.05116 |